No. 1
This record from the Open Molecules 2025 dataset describes a cluster of 2 separate species, C32H51F8N2O10P2S in total. The level of theory is wB97M-V/def2-TZVPD.

XYZ file:
```
106
Properties=species:S:1:pos:R:3
C 1.80806 -2.90939 -5.06916
C 2.15815 -2.34844 -4.05128
C 2.70422 -1.40379 -2.91445
C 2.89833 -2.25434 -1.54176
C 4.02003 -1.63458 -0.61112
O 4.96558 -0.78051 -1.27252
C 5.33210 0.27306 -0.34645
N 3.37602 -3.57842 -2.11028
C 4.64154 -3.69364 -2.33609
C 5.46450 -4.66582 -1.36002
C 5.50696 -3.07658 -3.49632
O 1.70395 -2.69546 -0.91598
C 0.84871 -1.87877 -0.18366
C 1.04679 -0.31922 -0.33044
C 1.27412 0.86509 -0.44419
C 0.92846 -2.36044 1.32636
F 2.27206 -2.81417 1.52187
F 0.25160 -3.55673 1.60794
C 0.67384 -1.38190 2.52588
F -0.24934 -0.36355 2.39436
F 0.19024 -2.16430 3.59818
C 1.97556 -0.67828 3.17726
F 2.69650 0.08250 2.29268
F 1.42456 0.26087 4.08688
F 2.71656 -1.51330 3.95877
C -0.60848 -2.10188 -0.93455
O -0.33748 -1.65702 -2.24852
C -1.17298 -0.63553 -2.78607
C -0.64146 -0.15495 -4.23151
C -1.46866 -0.92447 -5.36780
C -0.93781 1.41108 -4.46758
C 0.22625 2.24825 -3.77249
C -2.40871 1.85159 -4.06489
O -0.81161 -3.51028 -0.97452
C -1.28751 -4.09349 -2.13133
O -0.29569 -4.43411 -3.09184
F -2.42571 -3.51567 -2.76392
P -1.92355 -5.83881 -1.54490
O -3.62573 -5.72816 -1.59708
O -1.57389 -6.96884 -2.78253
P -2.10526 -1.35512 -0.06195
O -2.02716 0.31408 0.16582
O -3.52295 -1.51950 -0.98658
S -2.64153 -2.29007 1.57553
H 1.74796 -3.43740 -6.05212
H 3.67055 -1.00402 -3.31889
H 1.99882 -0.53629 -2.80512
H 3.54619 -0.97398 0.19242
H 4.56490 -2.41410 0.01950
H 5.56906 -0.15839 0.68144
H 4.47213 1.01079 -0.29098
H 6.25974 0.81668 -0.67876
H 6.49493 -4.19059 -1.25017
H 5.59967 -5.69870 -1.79188
H 5.01829 -4.67515 -0.32036
H 6.23797 -2.30376 -3.09348
H 4.87332 -2.56374 -4.27832
H 6.09555 -3.87875 -4.04752
H 1.20142 1.97513 -0.34715
H -2.20857 -1.03450 -3.03661
H -1.22252 0.33351 -2.19383
H 0.46762 -0.27107 -4.35256
H -0.92821 -0.89423 -6.36281
H -1.69335 -1.99425 -5.05172
H -2.47982 -0.43699 -5.51954
H -0.83106 1.58233 -5.58673
H 0.88105 1.51844 -3.19089
H 0.90738 2.64920 -4.58903
H -0.12024 3.04392 -3.05610
H -2.67252 2.75477 -4.70348
H -3.17992 1.03758 -4.11291
H -2.34886 2.26623 -3.00369
H -0.74358 -4.47045 -3.96091
H -4.00576 -6.63278 -1.57478
H -0.76309 -7.41212 -2.45172
H -2.32905 0.50689 1.08087
H -3.80087 -2.45604 -0.87688
C -3.51689 6.03351 4.63659
C -3.73899 4.49918 4.47811
C -3.65475 3.79984 5.86002
C -2.23163 3.68886 6.40110
C -1.30541 3.04112 5.37508
C -1.34484 3.74658 4.00228
N -2.75006 3.93982 3.50740
O -3.17610 2.82831 3.11354
C -0.61937 5.10920 4.11223
C -0.47734 2.95537 2.99991
C -5.19980 4.38850 3.97729
H -4.44886 6.59390 4.55062
H -3.08512 6.29389 5.60429
H -2.87419 6.43815 3.85444
H -4.07107 2.78772 5.78651
H -4.27644 4.33102 6.58381
H -1.85369 4.67570 6.68536
H -2.23372 3.09217 7.31696
H -0.28426 3.04290 5.76238
H -1.58913 1.98753 5.26302
H -0.69980 5.67570 3.18133
H 0.44781 4.96566 4.30588
H -0.98152 5.73433 4.92634
H -0.79382 1.91599 2.89778
H 0.56269 2.92862 3.32842
H -0.49566 3.42055 2.00976
H -5.31541 4.86459 3.00055
H -5.87890 4.88460 4.67283
H -5.54349 3.35532 3.89957
```

Summary:
net charge	+1
orbital gap	1.729	eV


No. 2
This record from the Open Molecules 2025 dataset describes a structure of composition C32H51FeGe2N2O6PS. The level of theory is wB97M-V/def2-TZVPD.

XYZ file:
```
96
Properties=species:S:1:pos:R:3
Fe -15.16429 -4.63196 -14.20570
O -16.04676 -10.83184 -13.40951
C -15.78903 -10.42053 -14.60672
O -15.83551 -11.06252 -15.60063
C -15.47794 -9.00401 -14.87260
C -15.28569 -8.66869 -16.20792
N -14.84385 -7.36888 -16.19127
N -14.71560 -6.78378 -14.86401
C -15.19841 -7.81651 -14.13193
C -15.66524 -7.61314 -12.70301
O -16.15187 -8.65911 -12.13341
O -14.62043 -5.47618 -12.65552
H -16.17343 -9.97465 -12.84170
H -15.37961 -9.32954 -17.08411
H -14.36729 -6.94484 -16.97380
C -17.60067 2.38275 -11.87348
C -16.69358 1.12664 -11.74748
Ge -14.70839 1.18331 -11.94522
C -14.09088 2.23753 -13.47325
C -12.55847 2.39079 -13.65153
C -13.47545 1.68751 -10.47975
C -12.66846 0.59182 -10.31886
Ge -13.33182 -0.76695 -11.63158
C -11.90106 -1.31817 -12.81647
C -11.14600 -2.55273 -12.39510
C -14.38114 -2.22560 -10.81779
C -13.84940 -2.89331 -9.54196
C -11.45969 0.56683 -9.53493
C -11.21558 -0.14352 -8.32851
C -10.01553 -0.01299 -7.68500
C -8.92486 0.69058 -8.25967
C -9.08951 1.26959 -9.49377
C -10.35642 1.23159 -10.10611
H -18.69789 2.07458 -11.90265
H -17.45675 2.95830 -12.78569
H -17.49784 3.06246 -11.00052
H -16.90655 0.41326 -12.50412
H -16.95134 0.70978 -10.78380
H -14.48851 3.22418 -13.31548
H -14.44327 1.79685 -14.36445
H -12.03996 2.87738 -12.83626
H -12.29704 2.99825 -14.50229
H -12.03102 1.47905 -13.95850
H -13.32593 2.62571 -9.92149
H -11.22096 -0.43432 -12.99637
H -12.25579 -1.43252 -13.83017
H -10.69861 -2.49524 -11.39114
H -10.35265 -2.81729 -13.07089
H -11.78409 -3.43088 -12.35013
H -14.50341 -2.90002 -11.67459
H -15.39159 -1.86153 -10.65294
H -14.07978 -2.36032 -8.59986
H -12.73044 -3.14238 -9.51753
H -14.44925 -3.81628 -9.34107
H -11.93073 -0.76029 -7.89064
H -10.08173 -0.41256 -6.68626
H -8.04258 0.83432 -7.65831
H -8.28014 1.85902 -9.93072
H -10.54487 1.63826 -11.13580
C -17.81456 -2.54702 -16.72001
C -17.88066 -4.04116 -16.34389
C -16.92414 -4.84327 -17.26578
P -17.53875 -4.36659 -14.50745
C -17.99468 -2.87353 -13.43880
C -17.58606 -3.08276 -11.96853
C -19.43166 -2.38293 -13.55256
C -18.76643 -5.69922 -14.01781
C -18.98342 -5.87310 -12.51789
C -20.09151 -5.71452 -14.82874
H -17.89701 -2.49268 -17.77032
H -16.90071 -2.07431 -16.43645
H -18.60275 -1.92847 -16.31515
H -18.86747 -4.37665 -16.49328
H -15.87786 -4.44188 -17.18149
H -17.30500 -4.71909 -18.28949
H -16.95551 -5.88518 -17.04878
H -17.33594 -2.08810 -13.82099
H -18.35215 -3.65612 -11.45017
H -17.61814 -2.11931 -11.40938
H -16.61636 -3.56499 -11.82540
H -20.07160 -3.07114 -13.02409
H -19.80761 -2.19279 -14.59104
H -19.45857 -1.38265 -13.02326
H -18.13501 -6.58892 -14.31462
H -19.72416 -5.17856 -12.08581
H -18.06359 -5.91096 -11.94830
H -19.44687 -6.83021 -12.33834
H -20.71935 -4.80927 -14.70681
H -20.71445 -6.56592 -14.55465
H -19.88325 -5.84968 -15.91108
S -16.01027 -6.08104 -10.40619
C -15.41051 -6.34587 -11.97739
O -14.79316 -0.84577 -15.81902
C -14.21137 -1.91345 -15.79975
O -14.45509 -3.04668 -15.19556
H -13.33883 -2.01069 -16.53969
```

Summary:
<S²>	8.775
net charge	-1
spin multiplicity	6
orbital gap (alpha / beta)	5.908 / 7.262	eV


No. 3
This record from the Open Molecules 2025 dataset describes a structure of composition C32H51N4OP2STi. The level of theory is wB97M-V/def2-TZVPD.

XYZ file:
```
92
Properties=species:S:1:pos:R:3
C 0.38714 2.06892 2.34009
C -1.92620 1.59215 2.11283
C 0.15393 2.82105 3.47799
C -2.19199 2.56406 3.10897
C -1.15737 3.15311 3.81305
H 1.00661 3.14821 4.06932
H -3.22638 2.72349 3.40895
H -1.34300 3.83359 4.64456
N -0.61647 1.51956 1.62345
P 2.08370 1.31528 0.20657
P -2.46351 -0.85298 0.87107
C 1.83670 1.79070 1.97248
H 2.46908 2.66468 2.19860
H 2.21660 0.97205 2.61020
C -2.89533 0.62568 1.75647
H -3.93488 0.86010 2.02080
C -3.52801 -1.13467 -0.74048
C -3.12465 -1.99653 2.26702
C 2.30734 3.00596 -0.63392
C 3.75871 0.44434 0.28372
C -2.61122 -1.02519 -1.96391
H -1.77752 -1.74268 -1.92457
H -3.19558 -1.27444 -2.86220
H -2.19855 -0.02232 -2.11256
C -4.12889 -2.54715 -0.80038
H -3.34267 -3.31308 -0.78618
H -4.85639 -2.76118 -0.01270
H -4.65879 -2.65506 -1.75912
C -4.61469 -0.06222 -0.80681
H -5.22223 -0.23519 -1.70877
H -5.29570 -0.08596 0.05265
H -4.18946 0.94669 -0.88060
C -2.78411 -3.46111 1.98272
H -1.70382 -3.59748 1.85693
H -3.10257 -4.05524 2.85022
H -3.30188 -3.87047 1.11244
C -2.43083 -1.59887 3.57672
H -1.34261 -1.68321 3.50150
H -2.68324 -0.57382 3.87049
H -2.77436 -2.28216 4.36618
C -4.63551 -1.79898 2.47119
H -4.88131 -0.78939 2.82459
H -5.24571 -1.99907 1.58462
H -4.96192 -2.50429 3.25044
C 4.27812 0.31028 -1.15369
H 5.16438 -0.34362 -1.15359
H 3.51717 -0.14151 -1.80660
H 4.58755 1.26908 -1.58506
C 3.55651 -0.96023 0.87145
H 3.13566 -0.93533 1.88289
H 2.92487 -1.59191 0.23703
H 4.54585 -1.44097 0.93640
C 4.78814 1.15375 1.17813
H 5.69241 0.52715 1.20252
H 5.09319 2.13587 0.80899
H 4.42867 1.26143 2.20893
C 1.13584 3.90917 -0.21420
H 1.20067 4.84893 -0.78208
H 0.16437 3.45981 -0.43777
H 1.16903 4.15939 0.85363
C 2.29333 2.80318 -2.15796
H 1.33802 2.42099 -2.51643
H 2.46722 3.78230 -2.62976
H 3.07612 2.12050 -2.50408
C 3.62045 3.71911 -0.27293
H 3.74863 3.85764 0.80797
H 4.50264 3.22360 -0.69852
H 3.58566 4.72369 -0.72451
Ti -0.18022 0.27197 -0.06488
C 0.30433 -1.18676 1.05874
O 0.62681 -2.09233 1.76687
N -0.62719 1.57624 -1.89847
C -1.11265 2.47209 -2.53580
C -2.12171 3.48271 -2.62982
C -2.32840 4.29297 -3.76440
C -2.92241 3.66884 -1.48312
C -3.32301 5.27292 -3.73343
H -1.70617 4.12767 -4.64367
C -3.90342 4.65714 -1.44999
H -2.76736 3.02953 -0.60378
C -4.10287 5.46398 -2.57920
H -3.50781 5.89503 -4.61689
H -4.51856 4.78645 -0.55628
H -4.87769 6.23570 -2.55911
N 0.57765 -3.43692 -1.00288
C 1.40818 -2.54281 -1.53936
N 2.69569 -2.90565 -1.72544
S 0.88816 -0.95788 -2.01535
H 0.89291 -4.37493 -0.77150
H -0.37744 -3.19035 -0.76050
H 3.28839 -2.30167 -2.28766
H 2.96679 -3.88577 -1.67273
```

Summary:
<S²>	2.012
net charge	+1
spin multiplicity	3
orbital gap (alpha / beta)	5.974 / 5.766	eV


Number 2 is which compound? C32H51FeGe2N2O6PS


Which value of net charge does entry 2 give? -1


Which of these has the lowest net charge? C32H51FeGe2N2O6PS